[1]
{"formula": "C2H13NO4", "method": "wB97M-V/def2-TZVPD", "symbols": ["C", "O", "C", "N", "H", "H", "H", "H", "H", "H", "H", "H", "H", "O", "H", "H", "O", "H", "H", "O"], "positions_angstrom": [[-1.0523, 1.0559, 1.6004], [-2.1890, 0.8486, 0.7731], [-0.3616, -0.2160, 2.0439], [0.0936, -1.0278, 0.9444], [-0.4026, 1.6248, 0.9343], [-1.2571, 1.6603, 2.4885], [-2.6187, 0.0218, 0.9959], [0.4117, 0.0701, 2.7781], [-1.0294, -0.7672, 2.7111], [0.6020, -1.8229, 1.1913], [0.8142, -0.5232, 0.4272], [1.7047, 0.1718, -2.9611], [1.0998, -0.7972, -2.0327], [1.9746, -0.4468, -2.2686], [1.2824, 1.4146, 0.1082], [2.3980, 0.5439, -0.6602], [2.1901, 1.1335, 0.0822], [-1.6839, -1.5767, -2.9005], [-1.3756, -0.4795, -1.9479], [-0.9598, -1.2540, -2.3515]], "spin_multiplicity": 1, "fmax_ev_per_a": 2.1, "energy_ev": -11964.5090, "orbital_gap_ev": 9.95, "smiles": "NCCO.O.O.O"}

[2]
{"formula": "C20H27ClNO3", "method": "wB97M-V/def2-TZVPD", "symbols": ["C", "C", "H", "H", "O", "C", "C", "C", "C", "C", "C", "O", "C", "C", "H", "H", "H", "H", "H", "Cl", "H", "C", "H", "N", "H", "H", "C", "C", "H", "H", "H", "H", "C", "C", "C", "C", "C", "C", "C", "H", "H", "H", "H", "H", "O", "H", "H", "H", "H", "H", "H", "H"], "positions_angstrom": [[-5.1490, -0.6310, 1.7365], [-3.7076, -1.1078, 1.6749], [-3.1232, -0.6631, 2.4925], [-3.6636, -2.2016, 1.7588], [-3.1772, -0.6984, 0.4236], [-1.9536, -1.1011, 0.0508], [-1.0684, -1.8015, 0.8497], [0.1747, -2.1899, 0.3513], [0.5145, -1.8593, -0.9453], [-0.3506, -1.1211, -1.7524], [-1.5999, -0.7188, -1.2842], [-2.5861, -0.0408, -1.8820], [-2.4864, 0.6115, -3.1404], [-1.7087, 1.9189, -3.0520], [-1.7432, 2.4238, -4.0128], [-2.1597, 2.5642, -2.3022], [-0.6684, 1.7440, -2.7878], [-3.5284, 0.8207, -3.3959], [-2.0726, -0.0517, -3.9025], [0.2679, -0.7674, -3.3459], [1.4537, -2.1752, -1.3728], [1.1761, -2.8913, 1.2263], [1.5139, -3.8214, 0.7638], [2.3666, -2.0142, 1.4109], [3.0978, -2.4938, 1.9427], [2.7457, -1.7460, 0.4614], [2.0913, -0.6734, 2.0022], [2.4549, -0.6262, 3.4724], [2.2472, 0.3652, 3.8654], [3.5127, -0.8331, 3.6224], [1.8693, -1.3426, 4.0436], [1.0239, -0.4774, 1.8669], [2.8969, 0.3639, 1.1551], [2.1778, 1.6882, 1.1268], [0.9558, 1.7887, 0.4675], [0.2905, 3.0003, 0.4204], [0.8377, 4.1173, 1.0300], [2.0523, 4.0204, 1.6874], [2.7223, 2.8098, 1.7357], [3.6729, 2.7377, 2.2424], [2.4832, 4.8888, 2.1602], [0.3187, 5.0619, 0.9902], [-0.6561, 3.0691, -0.0920], [0.5144, 0.9228, -0.0107], [3.0987, -0.1772, -0.1413], [2.5320, 0.2766, -0.7786], [3.8936, 0.4847, 1.5962], [0.7448, -3.1182, 2.2025], [-1.3424, -2.0656, 1.8581], [-5.1878, 0.4503, 1.6450], [-5.7181, -1.0676, 0.9211], [-5.5953, -0.9262, 2.6812]], "spin_multiplicity": 1, "fmax_ev_per_a": 0.8, "energy_ev": -41326.9502, "orbital_gap_ev": 8.72, "smiles": "CCOc1cc(C[NH2+][C@@H](C)[C@@H](O)c2ccccc2)cc(Cl)c1OCC", "charge": 1}

[3]
{"formula": "C2H9N3O", "method": "wB97M-V/def2-TZVPD", "symbols": ["C", "N", "C", "N", "N", "H", "H", "H", "H", "H", "H", "H", "H", "H", "O"], "positions_angstrom": [[0.8748, -0.0587, 1.1784], [-0.5388, 0.2813, 1.0343], [-1.2732, 0.1020, -0.0499], [-2.5661, 0.3879, -0.0211], [-0.6087, -0.3173, -1.1406], [1.1731, -0.8639, 0.5523], [1.5117, 0.7826, 0.9212], [1.0168, -0.4728, 2.1706], [-1.0107, 0.4825, 1.9060], [-2.9947, 0.7345, 0.8197], [-3.1848, 0.1127, -0.7624], [-1.1965, -0.3929, -1.9762], [3.3274, -0.6575, -2.0896], [2.2676, 0.0532, -1.2818], [3.2022, -0.1736, -1.2609]], "spin_multiplicity": 2, "fmax_ev_per_a": 1.1, "energy_ev": -8729.5280, "orbital_gap_ev": [10.98, 6.51], "charge": 1, "s2": 0.762}

[4]
{"formula": "C25H29N3O2PV", "method": "wB97M-V/def2-TZVPD", "symbols": ["V", "C", "C", "N", "C", "C", "N", "C", "C", "N", "H", "H", "H", "H", "H", "H", "H", "H", "H", "H", "H", "H", "H", "H", "H", "O", "C", "O", "C", "C", "C", "C", "C", "C", "P", "C", "C", "C", "C", "C", "C", "C", "C", "C", "C", "C", "C", "H", "H", "H", "H", "H", "H", "H", "H", "H", "H", "H", "H", "H", "H"], "positions_angstrom": [[-1.4029, 0.2912, -0.5453], [-3.3278, 2.3707, 0.2041], [-2.5845, 2.1448, 1.5403], [-1.7539, 0.9088, 1.5618], [-2.3696, -0.2173, 2.3203], [-2.2904, -1.5663, 1.6088], [-2.5122, -1.4631, 0.1531], [-3.9116, -1.2839, -0.3033], [-4.4077, 0.1454, -0.1054], [-3.4225, 1.1330, -0.5868], [-2.7784, 3.0807, -0.4128], [-4.3194, 2.7884, 0.4064], [-3.2879, 2.1166, 2.3753], [-1.9181, 2.9890, 1.7153], [-0.8658, 1.1442, 1.9825], [-3.4077, 0.0437, 2.5134], [-1.8952, -0.3048, 3.3005], [-3.0126, -2.2499, 2.0697], [-1.2967, -2.0009, 1.7326], [-2.1505, -2.2996, -0.2889], [-4.5771, -1.9901, 0.2044], [-3.9202, -1.5253, -1.3674], [-4.5984, 0.3484, 0.9466], [-5.3655, 0.2677, -0.6178], [-3.5861, 1.3606, -1.5616], [-1.5057, 0.0513, -2.6689], [-0.5323, 0.8491, -2.5295], [-0.6310, 1.8629, -1.7661], [0.8285, 0.4584, -3.0094], [1.2095, 0.5588, -4.3362], [2.4872, 0.1644, -4.7106], [3.3669, -0.3473, -3.7678], [2.9758, -0.4625, -2.4417], [1.7101, -0.0491, -2.0462], [1.0724, -0.2404, -0.3411], [1.7999, 1.1109, 0.6322], [2.3435, 2.2316, 0.0148], [2.7834, 3.3047, 0.7783], [2.6785, 3.2711, 2.1601], [2.1277, 2.1580, 2.7846], [1.6871, 1.0874, 2.0234], [1.8354, -1.7482, 0.3016], [3.0847, -1.7792, 0.9144], [3.6250, -2.9846, 1.3361], [2.9299, -4.1694, 1.1392], [1.6893, -4.1514, 0.5164], [1.1464, -2.9444, 0.1062], [0.5161, 0.9417, -5.0731], [2.7933, 0.2452, -5.7448], [4.3561, -0.6666, -4.0660], [3.6585, -0.8884, -1.7160], [2.4165, 2.2758, -1.0641], [3.2101, 4.1691, 0.2876], [3.0276, 4.1071, 2.7510], [2.0554, 2.1187, 3.8638], [1.2916, 0.2095, 2.5293], [3.6402, -0.8613, 1.0672], [4.5957, -2.9978, 1.8129], [3.3579, -5.1072, 1.4670], [1.1467, -5.0718, 0.3477], [0.1851, -2.9381, -0.3982]], "spin_multiplicity": 4, "fmax_ev_per_a": 0.7, "energy_ev": -69935.0195, "orbital_gap_ev": [8.63, 9.35], "charge": 1, "s2": 3.759}

[5]
{"formula": "C4H11NO2", "method": "wB97M-V/def2-TZVPD", "symbols": ["C", "O", "O", "H", "H", "H", "H", "C", "C", "C", "N", "H", "H", "H", "H", "H", "H", "H"], "positions_angstrom": [[-0.6421, -0.4087, 1.4003], [-0.8905, 2.1122, -0.7197], [-2.0152, 1.6861, -0.2264], [-1.8626, 0.1566, -0.8068], [0.2066, -0.2527, 2.0604], [-1.3023, 0.4621, 1.4430], [-1.2031, -1.2813, 1.7480], [0.9764, 1.4737, -0.2215], [1.0338, -1.4801, -0.2529], [-0.1899, -0.6461, -0.0059], [-1.1341, -0.6396, -0.9368], [-0.8478, -0.8134, -1.8904], [1.3751, -1.4044, -1.2862], [1.3286, 1.2326, -1.2186], [1.5279, 0.9916, 0.5835], [1.0027, 2.5369, -0.0205], [1.8542, -1.1986, 0.4052], [0.7824, -2.5270, -0.0548]], "spin_multiplicity": 1, "fmax_ev_per_a": 1.3, "energy_ev": -9904.3525, "orbital_gap_ev": [7.18, 7.34]}

[6]
{"formula": "C2HI2N3", "method": "wB97M-V/def2-TZVPD", "symbols": ["C", "C", "N", "N", "N", "I", "I", "H"], "positions_angstrom": [[0.0370, 1.9425, 0.0867], [-1.1007, -0.1978, -0.0110], [0.7039, 2.8797, 0.0455], [-0.7673, 0.9213, 0.3121], [0.8459, -1.8771, 0.0421], [-2.7991, -1.1956, 0.2101], [2.3251, -0.5810, 0.2519], [0.7552, -1.8920, -0.9374]], "spin_multiplicity": 1, "fmax_ev_per_a": 2.0, "energy_ev": -22756.2091, "orbital_gap_ev": [7.80, 6.94]}

[7]
{"formula": "C3H3NOS", "method": "wB97M-V/def2-TZVPD", "symbols": ["C", "C", "C", "H", "H", "H", "N", "O", "S"], "positions_angstrom": [[-0.2055, 0.2381, 0.2242], [1.2889, 0.0587, -0.0011], [2.4571, -0.3006, -0.0254], [-2.0139, 1.2293, 0.2008], [-0.8429, -1.6746, -0.3188], [3.5887, -0.1839, -0.3895], [-1.0867, -0.6646, 0.3553], [-0.5190, 1.3919, 0.0428], [-2.6668, -0.0942, -0.0882]], "spin_multiplicity": 1, "fmax_ev_per_a": 9.0, "energy_ev": -17527.6256, "orbital_gap_ev": 9.11, "smiles": "C#CC(=O)NS"}

[8]
{"formula": "C4H13NO", "method": "wB97M-V/def2-TZVPD", "symbols": ["C", "C", "C", "C", "N", "H", "H", "H", "H", "H", "H", "H", "H", "H", "H", "H", "H", "H", "O"], "positions_angstrom": [[1.0720, 1.8262, 1.4669], [0.4366, 0.4930, 1.0618], [1.2718, -0.2130, 0.0070], [-1.0537, 0.7215, 0.6821], [2.4678, 1.5564, 1.9551], [0.9377, 2.4348, 0.5578], [0.6058, 2.3168, 2.3204], [0.3152, -0.1724, 1.9190], [1.5583, 0.4446, -0.8096], [2.0931, -0.7472, 0.4919], [0.6333, -1.0295, -0.3600], [-1.4234, 0.0994, -0.1436], [-1.2067, 1.7682, 0.3941], [-1.6629, 0.4820, 1.5475], [3.0266, 1.4650, 1.1084], [2.7675, 2.4621, 2.3174], [-2.8992, -4.3190, -3.9736], [-3.5581, -3.5787, -5.1266], [-3.6059, -3.6890, -4.1753]], "spin_multiplicity": 1, "fmax_ev_per_a": 1.8, "energy_ev": -7896.0094, "orbital_gap_ev": 10.67, "smiles": "CC(C)CN.O"}